No. 1
The following is a quantum chemistry calculation of a molecular structure, C41H43AsNOPPtSSi in a non-equilibrium geometry, from the OMol25 dataset.

Last column: Löwdin charge in e.
Positions of all 91 atoms, in Å:
Pt (-0.16585, -0.73411, 0.35745)  0.508
S (-0.18583, 0.04885, 2.82214)  0.616
C (1.39236, -0.37887, 3.43781)  -0.730
C (1.57527, -0.63318, 4.79891)  -0.114
C (2.83070, -0.95149, 5.28916)  -0.084
C (3.92273, -1.03651, 4.43484)  -0.091
C (3.74901, -0.79188, 3.08124)  -0.091
C (2.50118, -0.43766, 2.58683)  -0.409
As (2.11703, -0.06804, 0.73100)  1.170
C (2.18554, 1.87385, 0.64567)  -0.382
C (2.16326, 2.69774, 1.76119)  -0.090
C (2.17252, 4.07687, 1.60538)  -0.076
C (2.19136, 4.63963, 0.33922)  -0.084
C (2.21426, 3.82091, -0.78233)  -0.080
C (2.21170, 2.44560, -0.62478)  -0.148
C (3.84802, -0.47048, -0.06989)  -0.375
C (4.87541, 0.46517, -0.10451)  -0.100
C (6.13300, 0.10173, -0.56268)  -0.075
C (6.37019, -1.19967, -0.98384)  -0.083
C (5.35328, -2.14239, -0.93801)  -0.080
C (4.09384, -1.77500, -0.48967)  -0.110
H (0.71452, -0.57016, 5.45200)  0.100
H (2.95311, -1.13559, 6.34916)  0.103
H (4.90283, -1.27497, 4.82553)  0.099
H (4.59232, -0.86689, 2.40491)  0.097
H (2.14816, 2.26185, 2.75335)  0.100
H (2.15924, 4.71432, 2.48039)  0.105
H (2.19014, 5.71574, 0.22291)  0.103
H (2.21763, 4.25251, -1.77547)  0.106
H (2.24731, 1.78994, -1.49003)  0.084
H (4.69692, 1.47438, 0.24517)  0.104
H (6.92899, 0.83468, -0.58014)  0.105
H (7.35145, -1.48001, -1.34421)  0.103
H (5.53916, -3.16364, -1.24385)  0.105
H (3.28921, -2.50155, -0.44265)  0.100
C (-2.98891, -4.56010, 0.67787)  -0.190
Si (-1.60402, -3.26765, 0.70249)  0.373
C (-0.52700, -3.58239, -0.83503)  -0.200
C (-0.61425, -3.53905, 2.29530)  -0.183
N (-2.06278, -1.59109, 0.62359)  -0.242
C (-3.23696, -0.96920, 0.98351)  -0.296
C (-4.35965, -1.75964, 1.31079)  -0.045
C (-5.59063, -1.23158, 1.64690)  -0.107
C (-5.77164, 0.13465, 1.69824)  -0.110
C (-4.70214, 0.96336, 1.40334)  -0.029
C (-3.46999, 0.44880, 1.02879)  -0.216
O (-2.44654, 1.30255, 0.66282)  -0.077
C (-2.72646, 2.65724, 0.62380)  -0.299
C (-3.48860, 3.17178, -0.41978)  -0.027
C (-3.72229, 4.53479, -0.49739)  -0.078
C (-3.21679, 5.38263, 0.47825)  -0.096
C (-2.46683, 4.86058, 1.52065)  -0.077
C (-2.21649, 3.49778, 1.59921)  0.006
H (-2.56634, -5.54525, 0.46852)  0.031
H (-3.73973, -4.35460, -0.08724)  0.033
H (-3.48651, -4.62105, 1.64723)  0.029
H (-0.22764, -4.63196, -0.90139)  0.029
H (0.38449, -2.98060, -0.80774)  -0.023
H (-1.06286, -3.33341, -1.75493)  0.012
H (-0.34486, -4.58840, 2.44306)  0.027
H (-1.20975, -3.22097, 3.15347)  0.032
H (0.30617, -2.95169, 2.29152)  -0.008
H (-4.23502, -2.83139, 1.29237)  0.050
H (-6.41005, -1.89841, 1.88458)  0.099
H (-6.72902, 0.56273, 1.96292)  0.095
H (-4.82576, 2.03544, 1.46917)  0.113
H (-3.89202, 2.49345, -1.16149)  0.121
H (-4.29564, 4.93387, -1.32441)  0.103
H (-3.40319, 6.44760, 0.42571)  0.099
H (-2.07668, 5.51760, 2.28747)  0.103
H (-1.62960, 3.07842, 2.40354)  0.112
C (-0.51276, 1.56544, -2.44697)  -0.228
P (-0.72272, -0.21470, -2.02871)  0.856
C (-2.53660, -0.37803, -2.20044)  -0.246
C (-0.12456, -0.91955, -3.60922)  -0.363
C (1.20139, -0.67060, -3.96831)  -0.105
C (1.69309, -1.07597, -5.19661)  -0.079
C (0.87186, -1.76766, -6.07710)  -0.083
C (-0.43286, -2.05921, -5.71162)  -0.078
C (-0.92798, -1.64319, -4.48398)  -0.090
H (0.46562, 1.73014, -2.89298)  0.025
H (-0.59019, 2.17767, -1.55083)  0.035
H (-1.28086, 1.85444, -3.16427)  0.058
H (-2.86188, -0.04353, -3.18527)  0.055
H (-3.01021, 0.23339, -1.43498)  0.022
H (-2.84051, -1.41018, -2.02895)  0.046
H (1.85051, -0.14569, -3.27461)  0.094
H (2.71291, -0.84381, -5.47525)  0.105
H (1.24958, -2.07833, -7.04215)  0.104
H (-1.07689, -2.59933, -6.39360)  0.105
H (-1.95089, -1.87778, -4.22209)  0.096

Calculated values
HOMO ... -6.52 eV
Orbital gap ... 6.2074 eV
LUMO energy ... -0.32 eV
E_tot ... -138841.91557 eV

***

No. 2
The following is a quantum chemistry calculation of a molecular structure, C41H43BrF4GdIN2O2PSi in a non-equilibrium geometry, from the OMol25 dataset.

Last column: Mulliken spin population.
Positions of all 97 atoms, in Å:
Gd (0.23372, 0.58708, -0.38055)  6.327
C (-1.85924, -0.12395, -4.52731)  -0.001
C (-0.38077, 0.04822, -4.62050)  -0.008
N (0.24609, -0.35996, -5.70798)  0.000
C (1.56786, -0.25737, -5.77923)  0.001
C (2.35149, 0.32046, -4.80724)  -0.002
C (3.84303, 0.48977, -5.07400)  0.001
O (4.16705, 1.86303, -5.05786)  0.000
C (1.71717, 0.78251, -3.61942)  -0.005
C (2.46434, 1.52193, -2.63507)  0.010
N (2.44078, 1.32283, -1.30024)  0.036
C (3.55422, 1.87028, -0.60678)  -0.037
C (4.75658, 2.20342, -1.30783)  -0.005
C (5.76459, 2.86989, -0.65766)  0.000
C (5.68300, 3.16667, 0.70680)  0.000
C (4.59023, 2.70902, 1.41197)  0.006
C (3.48796, 2.08474, 0.76643)  0.022
I (1.82538, 1.61833, 2.02082)  -0.023
C (0.35611, 0.56101, -3.49446)  0.074
O (-0.36226, 0.90508, -2.41758)  0.013
H (-2.21567, -0.56385, -5.46783)  0.000
H (-2.38521, 0.82533, -4.37800)  0.000
H (-2.16920, -0.77065, -3.73205)  0.000
H (2.00267, -0.66159, -6.70505)  0.000
H (4.05692, 0.08228, -6.05653)  0.000
H (4.42214, -0.13269, -4.34816)  0.000
H (5.03327, 1.97469, -4.66557)  0.000
H (3.12935, 2.26811, -3.05788)  -0.001
H (4.85468, 1.90422, -2.35925)  0.000
H (6.67171, 3.12151, -1.24588)  0.000
H (6.50229, 3.68400, 1.22677)  0.000
H (4.60406, 2.77896, 2.49676)  -0.001
F (-7.64109, 1.81330, 0.78094)  0.000
C (-6.31869, 1.84829, 1.02079)  0.000
C (-5.89039, 2.10212, 2.30420)  0.000
F (-6.80484, 2.28302, 3.26857)  0.000
C (-4.51706, 2.18182, 2.57496)  0.001
F (-4.11446, 2.53030, 3.82669)  0.000
C (-3.56443, 1.87595, 1.60127)  -0.003
P (-1.72566, 1.66017, 1.88031)  0.066
C (-1.60804, 0.63288, 3.38398)  -0.008
C (-1.21873, -0.69837, 3.21056)  0.048
C (-0.98855, -1.46555, 4.34101)  0.000
C (-1.20283, -0.97534, 5.62710)  0.000
C (-1.63855, 0.34836, 5.77786)  0.000
C (-1.82679, 1.15517, 4.66935)  0.000
C (-1.37617, 3.39127, 2.37626)  0.001
C (-0.51611, 3.71255, 3.41901)  -0.001
C (-0.20820, 5.03746, 3.68611)  0.002
C (-0.72946, 6.06720, 2.91136)  0.000
C (-1.51133, 5.73359, 1.80438)  0.000
C (-1.85649, 4.41892, 1.54117)  -0.006
C (-4.00852, 1.66179, 0.31602)  0.010
Br (-2.84448, 1.41622, -1.20980)  -0.016
C (-5.36660, 1.63232, 0.03582)  0.001
F (-5.77336, 1.44132, -1.23357)  0.000
H (-1.09829, -1.13557, 2.20739)  -0.009
H (-0.67569, -2.49424, 4.20889)  0.000
H (-1.11637, -1.65129, 6.48652)  0.000
H (-1.85274, 0.76544, 6.78146)  0.000
H (-2.15678, 2.16898, 4.82170)  0.000
H (-0.07923, 2.92529, 4.06182)  -0.002
H (0.50766, 5.27535, 4.47137)  0.000
H (-0.47317, 7.10312, 3.13504)  0.000
H (-1.82308, 6.52750, 1.11210)  0.000
H (-2.47857, 4.14316, 0.67568)  0.000
C (0.58676, -3.21401, -2.61933)  0.032
Si (0.16949, -2.57081, -0.87301)  0.239
C (-1.52130, -3.54443, -0.44292)  0.040
C (-1.62510, -4.10885, 0.96816)  0.023
C (-2.69679, -2.57643, -0.59405)  0.057
C (-1.81057, -4.69594, -1.39715)  0.012
C (1.66116, -3.37233, 0.16756)  0.084
C (2.95536, -2.59664, -0.16419)  0.041
C (1.51460, -3.26252, 1.69182)  0.016
C (1.87203, -4.84518, -0.18788)  0.006
H (0.75175, -4.27906, -2.57752)  0.010
H (1.50880, -2.73428, -2.96169)  -0.001
H (-0.19491, -2.98378, -3.33142)  -0.004
H (-1.50646, -3.33234, 1.73297)  -0.004
H (-0.87908, -4.87583, 1.20288)  -0.001
H (-2.60487, -4.56408, 1.11357)  0.001
H (-2.58464, -1.68657, 0.03525)  -0.030
H (-3.65170, -3.06438, -0.36806)  -0.001
H (-2.79472, -2.22180, -1.62471)  -0.001
H (-1.01741, -5.47353, -1.44708)  -0.001
H (-1.96397, -4.36162, -2.42168)  0.001
H (-2.72337, -5.17161, -1.09330)  0.001
H (2.97852, -1.61017, 0.29615)  -0.009
H (3.07591, -2.42952, -1.25068)  0.001
H (3.88086, -3.11724, 0.13969)  -0.001
H (1.32892, -2.22924, 1.99950)  -0.001
H (2.39831, -3.65678, 2.19651)  0.000
H (0.66345, -3.82100, 2.08748)  0.002
H (2.28732, -5.00591, -1.19416)  0.000
H (0.95524, -5.41896, -0.13358)  -0.001
H (2.52917, -5.30097, 0.55488)  0.001

Calculated values
HOMO (alpha / beta) ... -10.37 / -10.38 eV
Net charge ... +1
Orbital gap (alpha / beta) ... 6.7650 / 6.7180 eV
Spin multiplicity ... 8
LUMO energy (alpha / beta) ... -3.61 / -3.66 eV
E_tot ... -177298.08561 eV

***

No. 3
The following is a quantum chemistry calculation of a molecular structure, C41H43Cl8O5PPbS5 in a non-equilibrium geometry, from the OMol25 dataset.

Last column: Löwdin charge in e.
Positions of all 104 atoms, in Å:
Pb (13.76215, -7.25724, 16.79064)  1.308
Cl (14.77776, -8.17840, 20.41215)  0.654
C (13.11604, -7.76802, 20.15565)  -0.708
C (12.64729, -7.39910, 18.87052)  -0.342
C (11.36509, -6.82098, 18.76135)  -0.700
Cl (10.74336, -6.45357, 17.18583)  0.719
C (10.55071, -6.67906, 19.89905)  -0.701
Cl (9.00132, -5.91185, 19.73274)  0.628
C (10.98793, -7.17857, 21.12180)  -0.692
Cl (9.90359, -7.21425, 22.48654)  0.615
C (12.25512, -7.76015, 21.26474)  -0.731
Cl (12.72734, -8.48771, 22.74325)  0.640
O (19.95185, -2.14648, 17.53368)  -0.154
C (19.18587, -3.07535, 17.60332)  -1.103
S (19.24867, -4.45868, 16.51499)  0.848
C (17.81049, -5.29228, 16.98412)  -1.342
C (17.10403, -4.62427, 18.17631)  -1.248
S (15.62434, -5.09362, 18.78842)  0.345
S (17.85649, -3.14298, 18.75855)  0.851
S (17.21917, -6.41714, 15.98777)  0.355
Cl (9.41774, -9.27452, 12.78345)  0.493
C (11.16608, -9.50707, 13.35235)  -1.401
Cl (12.16432, -8.88328, 11.99770)  0.552
Cl (11.37052, -11.25631, 13.50213)  0.596
C (11.46192, -8.80647, 14.72552)  -0.880
O (10.52784, -8.73355, 15.50041)  -0.072
O (12.61112, -8.34789, 14.91523)  -0.229
O (15.05591, -9.26325, 16.95591)  -0.706
S (15.21704, -10.81418, 17.05138)  1.079
C (15.30670, -11.37641, 15.31537)  -0.346
C (14.78874, -12.60516, 14.93220)  -0.112
C (15.19235, -13.15471, 13.74617)  -0.090
C (16.01131, -12.43114, 12.83889)  -0.095
C (16.47806, -11.20228, 13.20430)  -0.085
C (16.09989, -10.62062, 14.43074)  -0.032
C (13.59090, -11.36392, 17.63904)  -0.386
C (13.60662, -11.72734, 18.96371)  -0.103
C (12.39221, -11.95491, 19.63696)  -0.068
C (11.19854, -11.80133, 18.94626)  -0.091
C (11.18502, -11.37918, 17.63622)  -0.040
C (12.41536, -11.15690, 16.94969)  -0.057
H (14.10010, -13.13245, 15.55981)  0.102
H (14.87229, -14.12657, 13.40464)  0.094
H (16.18529, -12.83681, 11.83114)  0.104
H (17.10654, -10.62547, 12.50434)  0.115
H (16.41511, -9.61568, 14.76343)  0.117
H (14.52448, -11.73459, 19.53590)  0.102
H (12.44328, -12.29586, 20.65636)  0.098
H (10.25958, -11.90100, 19.50500)  0.109
H (10.25948, -11.10894, 17.12980)  0.111
H (12.44173, -10.98842, 15.88764)  0.052
O (13.11586, -4.69971, 15.09382)  -0.416
P (12.74170, -3.44320, 14.33386)  0.860
C (10.89120, -3.54889, 13.94549)  -0.334
C (10.33471, -2.44729, 13.01512)  -0.182
C (9.85480, -2.91243, 11.59781)  -0.171
C (9.28517, -4.38677, 11.62299)  -0.210
C (10.22845, -5.37729, 12.26535)  -0.211
C (10.38533, -4.96022, 13.72768)  -0.205
C (13.20878, -1.96446, 15.36040)  -0.321
C (13.44040, -2.36287, 16.82822)  -0.212
C (12.15902, -2.58179, 17.65790)  -0.181
C (11.26361, -1.30204, 17.61606)  -0.203
C (11.10418, -0.56754, 16.26770)  -0.199
C (12.33918, -0.63665, 15.30340)  -0.172
C (13.61340, -3.33521, 12.65905)  -0.325
C (14.70339, -4.47491, 12.55862)  -0.176
C (16.14146, -4.04473, 12.77239)  -0.198
C (16.50335, -2.83114, 11.88930)  -0.186
C (15.58785, -1.64164, 12.30793)  -0.207
C (14.09625, -1.98264, 12.15892)  -0.221
H (10.57954, -3.29851, 14.98690)  0.110
H (11.08169, -1.63451, 12.96104)  0.080
H (9.47156, -2.00913, 13.50966)  0.098
H (10.66214, -2.86052, 10.85785)  0.093
H (9.07726, -2.20003, 11.26884)  0.096
H (8.97070, -4.73070, 10.59579)  0.114
H (8.37889, -4.36981, 12.21963)  0.099
H (11.19559, -5.45518, 11.74763)  0.111
H (9.75163, -6.38502, 12.23434)  0.085
H (10.98989, -5.65569, 14.30427)  0.079
H (9.37463, -5.04324, 14.16812)  0.124
H (14.19369, -1.64970, 14.96854)  0.104
H (14.02348, -1.50950, 17.26978)  0.131
H (14.10356, -3.23104, 16.99902)  0.074
H (12.44814, -2.85525, 18.71399)  0.125
H (11.63708, -3.49319, 17.31861)  0.081
H (11.65899, -0.57178, 18.34585)  0.101
H (10.28417, -1.49427, 18.06551)  0.094
H (10.84091, 0.48604, 16.47686)  0.098
H (10.18404, -0.91482, 15.74880)  0.089
H (13.01461, 0.20804, 15.59075)  0.114
H (12.01216, -0.42698, 14.28145)  0.066
H (12.81820, -3.60329, 11.97877)  0.078
H (14.60391, -4.80208, 11.51300)  0.110
H (14.40728, -5.29765, 13.21974)  0.099
H (16.76842, -4.85421, 12.41854)  0.100
H (16.41245, -3.95639, 13.83867)  0.116
H (16.22870, -3.07034, 10.85526)  0.101
H (17.55815, -2.55904, 11.89760)  0.101
H (15.81301, -0.74546, 11.67744)  0.106
H (15.78134, -1.31179, 13.33593)  0.099
H (13.90819, -1.98637, 11.04050)  0.121
H (13.45169, -1.15070, 12.51991)  0.095

Calculated values
HOMO ... 0.46 eV
Net charge ... -2
Orbital gap ... 3.1098 eV
LUMO energy ... 3.57 eV
E_tot ... -222346.38134 eV